C23H41N2NdOP3 as an isolated structure in a non-equilibrium geometry. Source: OMol25; level of theory: ωB97M-V/def2-TZVPD.

The geometry in XYZ format:
```
71
Properties=species:S:1:pos:R:3:forces:R:3
Nd -0.39557 -0.55816 0.13303 -2.0 0.6 4.0
P 0.61715 -2.97407 -0.97661 0.7 -2.1 -1.0
P 2.40329 -0.15603 1.01809 1.3 0.4 0.6
P -3.24171 0.19876 -0.09849 -1.7 0.5 0.0
H 2.32585 3.68726 -0.17388 -0.3 0.3 0.0
C 1.32285 4.12452 -0.21258 -0.5 -0.1 0.3
C 0.55931 4.29290 0.87831 0.1 -0.2 -0.5
H 0.90184 4.03312 1.88594 0.0 0.1 -0.4
C 1.53272 -2.75503 -2.54726 0.1 0.1 -0.2
C 1.72000 -4.13583 -0.08096 0.0 0.3 0.5
C -0.73458 -4.09377 -1.51739 -0.4 0.4 0.2
C 2.64773 1.42498 1.91202 -0.2 0.3 0.0
C 3.06907 -1.33092 2.26199 -0.3 -0.3 0.0
C 3.79909 -0.08650 -0.16558 -0.2 -0.1 -0.4
C -3.69078 1.84581 0.57768 0.6 0.3 0.2
C -4.47062 -0.85558 0.76242 0.3 -0.4 0.2
C -3.96532 0.30434 -1.77816 0.5 -0.2 -0.4
H 0.97264 4.44518 -1.20025 0.2 -0.1 0.4
H -0.43611 4.74706 0.80378 0.4 -0.1 0.0
H 1.82190 -3.75125 -2.91292 0.0 0.3 0.1
H 2.44158 -2.15651 -2.39237 -0.2 -0.2 -0.1
H 0.90513 -2.27543 -3.31032 0.1 -0.2 0.2
H 1.90128 -5.03296 -0.69032 -0.1 0.3 0.1
H 1.24597 -4.43635 0.86338 0.2 0.0 -0.2
H 2.67984 -3.65457 0.14927 -0.2 -0.2 -0.1
H -0.34423 -4.86265 -2.19891 0.0 0.2 0.2
H -1.51299 -3.51576 -2.03550 0.1 -0.3 0.0
H -1.18931 -4.57958 -0.64364 0.1 0.1 -0.2
H 3.72526 1.62629 1.99977 -0.3 -0.1 0.0
H 2.21867 1.35125 2.91895 0.1 0.0 -0.2
H 2.16410 2.26475 1.39132 0.2 -0.3 0.2
H 4.15912 -1.20830 2.34147 -0.3 0.0 0.0
H 2.84110 -2.36344 1.96772 0.2 0.2 0.2
H 2.61174 -1.14294 3.24128 0.1 -0.1 -0.2
H 4.74602 0.00193 0.38783 -0.3 0.0 -0.2
H 3.68446 0.78369 -0.82661 0.1 -0.2 0.1
H 3.82268 -0.99702 -0.78101 0.1 0.2 0.1
H -4.51375 2.28330 -0.00516 0.3 -0.2 0.3
H -2.81952 2.51387 0.52956 -0.3 0.1 0.0
H -3.99396 1.74164 1.62785 0.1 0.1 -0.3
H -5.41067 -0.90097 0.19540 0.3 0.1 0.2
H -4.66108 -0.45457 1.76623 0.0 -0.2 -0.3
H -4.06190 -1.87035 0.86005 -0.4 0.1 0.0
H -4.79245 1.02755 -1.78848 0.2 -0.3 0.0
H -4.33233 -0.68404 -2.08425 0.1 0.3 0.0
H -3.19446 0.62982 -2.48916 -0.3 0.0 0.0
C 0.15833 0.91622 -2.94496 -0.2 0.3 -1.5
C 0.84819 0.33690 -4.00093 -0.3 0.0 0.0
C 0.48803 0.73399 -5.29629 0.1 0.3 0.2
C -0.46443 1.74254 -5.48179 0.0 -0.1 0.0
C -1.06397 2.36987 -4.38539 0.4 0.0 0.2
C -0.72859 1.96910 -3.08570 -0.3 -0.2 -0.2
O 0.17988 0.33782 -1.65794 2.1 -2.6 -0.2
H 0.63311 -0.67117 -1.60948 0.0 2.9 -2.4
H 1.62556 -0.40720 -3.81337 -0.3 0.2 -0.2
H 0.95405 0.25045 -6.15662 -0.1 0.2 0.3
H -0.73468 2.04914 -6.49473 0.1 -0.1 0.4
H -1.79572 3.16476 -4.52994 0.3 -0.2 0.0
H -1.16729 2.42113 -2.19235 0.0 -0.1 -0.4
N 0.43627 0.05618 7.70691 -0.7 0.1 -2.9
C 0.16390 0.11006 6.56632 0.6 -0.1 2.6
C -0.16285 0.16546 5.16238 0.0 0.3 0.0
C -0.15367 -0.99932 4.39782 0.0 -0.8 -0.4
C -0.43893 -0.91897 3.04022 0.1 1.2 0.5
N -0.67081 0.27184 2.42450 -0.3 -0.4 0.6
C -0.74573 1.40062 3.18211 0.2 -0.6 -0.4
C -0.48985 1.38033 4.54402 -0.1 0.1 0.1
H 0.08181 -1.96350 4.85041 -0.2 0.3 -0.1
H -0.48607 -1.84013 2.43054 0.1 0.2 0.3
H -1.00913 2.32406 2.66036 0.2 -0.3 0.2
H -0.53647 2.30440 5.12032 0.0 -0.3 -0.1
```
Forces are in eV/Å.

energy = -72660.082 eV
energy above the lowest of the compared OMol25 structures with the same formula, charge and spin = 69.1 kJ/mol
charge = +3
HOMO-LUMO gap (spin up / spin down) = 7.34 / 7.50 eV
HOMO (spin up / spin down) = -17.4 / -17.4 eV
lowest unoccupied orbital energy (spin up / spin down) = -10.04 / -9.88 eV
⟨S²⟩ = 3.7545
2S+1 = 4

***

C25H47N2O3PReS as an isolated structure. Source: OMol25; level of theory: ωB97M-V/def2-TZVPD.

The geometry in XYZ format:
```
80
Properties=species:S:1:pos:R:3:forces:R:3
Re -0.03910 0.35837 0.25665 -0.3 -0.2 0.2
C 3.95954 -0.66418 0.78034 0.0 -0.1 0.0
C 2.79452 -1.19970 -0.04536 0.0 -0.2 0.1
C 3.23210 -2.21231 -1.08959 -0.1 0.0 0.1
O 2.06744 -0.11423 -0.66524 0.1 0.1 0.0
C 1.77609 -1.80685 0.91418 -0.2 0.2 0.2
O 1.75589 -2.91181 1.34387 0.2 0.0 -0.2
O 0.81086 -0.89493 1.34244 0.6 -0.3 0.0
H 4.61330 -0.06807 0.14493 0.1 0.0 0.0
H 4.54101 -1.49514 1.17355 0.0 0.0 0.0
H 3.61892 -0.05525 1.61578 0.0 0.1 0.0
H 4.06167 -1.81684 -1.67273 0.0 0.0 -0.1
H 2.40818 -2.45781 -1.76017 0.0 0.0 0.1
H 3.56458 -3.12134 -0.59519 0.0 -0.1 0.0
H 2.62505 0.35703 -1.29728 -0.1 0.0 0.0
C -1.80299 0.77315 1.20186 0.1 0.4 0.0
C -2.55134 -0.45076 1.62476 -0.2 -0.1 0.0
C -2.18928 -1.10566 2.80458 0.0 0.0 -0.2
C -2.90236 -2.21184 3.23793 -0.1 -0.1 -0.1
C -3.98976 -2.66870 2.50200 0.1 0.1 0.0
C -4.34936 -2.02767 1.32158 0.0 -0.1 0.1
C -3.63279 -0.92983 0.87995 0.2 0.1 0.2
H -1.58225 1.40399 2.07435 0.0 0.0 -0.1
H -2.39402 1.38579 0.50492 -0.1 0.0 0.1
H -1.35910 -0.74001 3.39283 0.1 0.1 0.1
H -2.62546 -2.69977 4.16107 0.0 0.0 0.1
H -4.56628 -3.51004 2.85698 0.0 -0.1 0.0
H -5.20113 -2.37472 0.75439 -0.1 0.0 0.0
H -3.92782 -0.42710 -0.03083 0.0 0.1 -0.1
C -0.31338 3.98006 2.59752 0.0 0.0 0.0
C 0.88551 3.41071 1.83963 0.0 0.1 -0.2
C 1.57589 2.33466 2.67487 0.0 -0.1 0.1
P 0.52650 2.79304 0.13057 -0.2 -0.3 -0.5
C 1.95974 3.30902 -0.89379 0.0 0.1 0.1
C 1.81113 2.81454 -2.33271 0.0 -0.1 0.0
C 3.30080 2.93164 -0.26203 0.0 0.0 0.0
C -0.96106 3.66703 -0.51747 0.0 0.0 0.2
C -0.69810 5.15693 -0.75444 0.0 0.0 0.1
C -1.56377 3.01087 -1.76581 0.0 -0.2 -0.1
H 0.06033 4.49791 3.47969 0.0 0.0 0.0
H -0.98097 3.19708 2.95296 -0.1 0.0 0.0
H -0.89466 4.69662 2.02507 0.0 0.1 0.0
H 1.59632 4.22609 1.65489 -0.1 0.0 0.1
H 1.00649 1.39579 2.69275 0.0 0.1 0.0
H 1.64166 2.67015 3.70885 0.1 0.0 0.0
H 2.58396 2.11634 2.33152 0.1 -0.1 -0.1
H 1.89575 4.40401 -0.89270 0.0 -0.1 0.0
H 1.50932 1.76412 -2.38778 0.0 0.0 0.0
H 2.75653 2.92847 -2.85903 0.1 0.0 -0.1
H 1.06527 3.38318 -2.88309 -0.1 0.0 0.0
H 4.09787 3.11579 -0.98089 0.0 0.0 0.0
H 3.34620 1.88461 0.03226 0.0 0.0 0.0
H 3.52210 3.53186 0.61814 0.0 0.0 0.1
H -1.68166 3.56951 0.30297 0.1 0.0 0.0
H -0.03085 5.30881 -1.60087 0.0 0.0 -0.1
H -0.27428 5.66063 0.11357 0.0 0.0 0.0
H -1.63904 5.65142 -0.99346 0.0 0.0 0.0
H -1.19989 3.49439 -2.67131 0.0 0.0 0.0
H -2.64689 3.11616 -1.75142 0.0 0.0 0.0
H -1.33733 1.94049 -1.86553 -0.1 0.2 0.1
C -2.44444 -5.10108 0.33301 -0.1 0.0 0.1
C -1.15431 -4.34901 0.60451 0.1 0.0 0.0
N -1.17611 -2.95243 0.16008 0.2 0.2 -0.1
C -1.02173 -2.55668 -1.08459 -0.1 0.0 0.1
S -0.85490 -0.86296 -1.56370 0.2 0.8 -0.1
N -0.97049 -3.42489 -2.08278 0.0 -0.2 0.4
C -0.84245 -3.14014 -3.51448 -0.1 0.0 -0.2
C 0.59986 -3.02236 -3.96954 0.0 0.0 0.0
H -2.32810 -6.13181 0.65875 0.0 -0.1 0.0
H -2.72008 -5.11470 -0.72053 0.0 0.0 -0.1
H -3.27181 -4.65644 0.88347 0.0 0.0 0.0
H -0.28542 -4.83164 0.14821 0.0 0.0 0.0
H -0.94588 -4.31040 1.67234 0.0 0.0 0.0
H -1.29163 -2.24291 0.87657 -0.1 -0.1 0.0
H -1.04699 -4.40154 -1.83207 -0.1 0.1 0.0
H -1.41546 -2.24010 -3.73944 0.1 0.0 0.0
H -1.34753 -3.96503 -4.01759 0.1 0.1 0.0
H 1.08390 -2.15445 -3.52104 0.0 0.0 0.0
H 0.62970 -2.90042 -5.04900 0.0 0.0 -0.1
H 1.16826 -3.91672 -3.71768 0.0 0.0 0.0
```
Forces are in eV/Å.

energy = -58051.554 eV
energy above the lowest of the compared OMol25 structures with the same formula, charge and spin = 0.0 kJ/mol
charge = +2
HOMO-LUMO gap (spin up / spin down) = 7.08 / 6.88 eV
HOMO (spin up / spin down) = -14.2 / -14.1 eV
lowest unoccupied orbital energy (spin up / spin down) = -7.09 / -7.23 eV
⟨S²⟩ = 0.7691
2S+1 = 2

***

A 2-piece molecular cluster, C15H20N6O5 overall in a non-equilibrium geometry. Source: OMol25; level of theory: ωB97M-V/def2-TZVPD.

The geometry in XYZ format:
```
46
Properties=species:S:1:pos:R:3:forces:R:3
O 0.39390 0.68325 2.47579 -0.9 -2.0 2.0
N 0.12753 -0.20795 3.33095 3.3 1.0 -0.9
O 0.97305 -0.62746 4.15249 -1.9 0.6 -1.5
C -1.20230 -0.72353 3.37793 -2.0 0.6 0.0
C -1.58441 -1.39743 4.59694 -1.0 0.5 0.7
N -2.81438 -1.41521 5.08418 1.7 -0.9 0.0
C -3.76013 -0.89619 4.29962 -2.9 1.0 -0.9
N -5.09540 -0.82794 4.59406 2.0 0.1 -1.2
O -5.69040 -0.23919 3.47058 1.9 0.2 -0.3
N -4.68964 0.09977 2.49870 0.5 -0.5 0.3
O -4.99398 0.65721 1.46231 0.1 -0.5 1.1
C -3.47602 -0.33500 3.00746 -2.4 -0.3 0.6
C -2.18951 -0.24420 2.50518 1.3 -0.2 0.5
H -0.80554 -1.85450 5.20594 -0.1 0.2 -0.1
H -2.00761 0.17654 1.52536 0.3 0.3 0.1
C 2.19722 -3.83121 -2.08502 -0.5 -0.1 -0.1
N 1.89728 -2.43790 -1.82705 -0.8 -0.2 0.6
C 1.69396 -2.02338 -0.44580 0.8 -0.5 -0.2
C 1.06275 -0.67742 -0.36685 0.3 1.0 -0.9
C 1.38365 0.25375 -1.32339 -0.2 -1.2 1.2
N 0.81709 1.49765 -1.41435 -0.2 0.9 0.2
C 1.22913 2.37151 -2.51128 -0.3 -0.1 -0.7
C 0.44468 3.67767 -2.61260 -0.4 0.0 0.4
O -0.92757 3.50716 -2.26246 0.6 -0.1 0.4
C -1.07024 3.07040 -0.91396 0.2 0.3 -0.2
C -0.40149 1.72088 -0.64871 -0.4 -0.1 -0.3
C 2.50799 -0.06416 -2.26990 0.4 -0.1 -0.2
C 2.60108 -1.53179 -2.66782 0.2 -0.4 -0.7
H 2.35816 -4.39610 -1.15780 0.0 0.1 -0.1
H 1.34907 -4.30059 -2.61905 0.4 0.0 0.1
H 3.09259 -3.93447 -2.71505 -0.1 0.0 0.2
H 1.06994 -2.77949 0.04721 0.1 0.2 -0.1
H 2.67277 -2.02824 0.08529 -0.1 0.0 0.2
H 0.49482 -0.45527 0.53364 -0.1 0.1 -0.5
H 2.30433 2.61798 -2.42692 -0.4 -0.1 -0.1
H 1.07428 1.86028 -3.48119 0.1 0.1 0.4
H 0.93581 4.44549 -1.98264 -0.4 -0.1 -0.1
H 0.40041 4.00986 -3.65650 0.4 0.0 0.3
H -0.66666 3.81883 -0.20064 -0.2 0.0 -0.4
H -2.15586 2.97093 -0.79890 0.3 0.1 0.4
H -1.15351 0.94762 -0.90922 0.4 -0.1 0.0
H -0.19754 1.63737 0.43098 0.0 0.0 -0.4
H 3.45852 0.19812 -1.77761 -0.3 0.1 0.0
H 2.48156 0.50142 -3.20662 0.0 0.0 0.4
H 3.66869 -1.81962 -2.72234 0.0 0.2 -0.1
H 2.19192 -1.67545 -3.68094 0.2 0.2 0.1
```
Forces are in eV/Å.

energy = -35047.036 eV
energy above the lowest of the compared OMol25 structures with the same formula, charge and spin = 835.4 kJ/mol
charge = 0
HOMO-LUMO gap = 4.78 eV
structure (SMILES) = O=[N+]([O-])c1cnc2no[n+]([O-])c2c1.CN1CC=C(N2CCOCC2)CC1
HOMO = -7.3 eV
lowest unoccupied orbital energy = -2.56 eV
2S+1 = 1

***

C25H31ClIN2O4PTi as an isolated structure in a non-equilibrium geometry. Source: OMol25; level of theory: ωB97M-V/def2-TZVPD.

The geometry in XYZ format:
```
66
Properties=species:S:1:pos:R:3:forces:R:3
Ti 0.03558 -0.19720 -0.03723 1.6 -0.7 0.1
C -3.42380 -1.47048 1.85093 0.2 0.1 -0.2
C -2.53968 -0.60456 0.99427 -0.6 -0.2 0.4
O -1.30411 -1.01326 0.83311 -2.0 -0.8 0.9
C -3.03256 0.58202 0.37650 0.4 0.3 -0.2
C -4.41558 0.87688 0.37269 0.0 -0.1 0.0
C -4.91963 1.97381 -0.28315 -0.1 0.0 0.0
C -4.05803 2.84079 -0.95840 0.0 -0.1 0.0
C -2.69798 2.60918 -0.94223 0.2 0.1 0.0
C -2.15509 1.50544 -0.28181 -0.8 0.1 0.2
O -0.83289 1.36078 -0.23917 -0.8 1.1 0.1
H -2.81487 -2.24977 2.30482 0.0 0.0 0.0
H -4.20940 -1.94539 1.25759 0.0 0.0 0.0
H -3.90262 -0.88251 2.63643 -0.1 0.0 0.0
H -5.09534 0.20078 0.87410 0.0 0.0 0.0
H -5.98586 2.15869 -0.28016 0.0 0.0 0.0
H -4.45337 3.69478 -1.49223 0.0 0.0 0.0
H -2.01118 3.28321 -1.43947 0.0 0.0 0.0
Cl 1.44073 0.71610 -6.54441 0.0 0.0 -0.1
C 1.51396 0.57327 -4.81224 0.1 0.0 0.1
C 2.67021 0.96731 -4.16788 -0.1 0.0 -0.2
C 2.74697 0.86955 -2.78776 0.1 0.0 0.6
I 4.48414 1.43100 -1.75255 -0.2 0.0 -0.2
C 1.68321 0.38635 -2.02556 0.3 0.2 -0.9
O 1.70472 0.30582 -0.69632 1.3 0.4 -0.7
C 0.53373 -0.06078 -2.71313 0.3 0.2 -0.2
N -0.44091 -0.63359 -1.90925 -0.1 0.0 -1.0
C -1.61420 -1.00738 -2.51044 -0.1 -0.2 0.0
C -1.81503 -0.88258 -3.86503 0.1 0.0 0.0
C -0.81723 -0.37132 -4.69911 -0.1 -0.1 -0.1
C 0.40825 0.04976 -4.11660 0.0 0.0 0.2
H 3.50152 1.35658 -4.73807 0.0 0.0 0.0
H -2.37373 -1.42483 -1.86116 0.0 0.1 0.0
H -2.76835 -1.18124 -4.28009 0.0 0.0 0.0
H -0.96924 -0.28493 -5.76414 0.0 0.0 0.0
C 3.17101 -3.05865 -0.55081 0.0 0.0 0.1
C 1.73365 -2.74530 -0.84156 0.1 -0.1 -0.2
N 1.23879 -3.14982 -2.01650 -0.2 0.1 0.1
O 1.03047 -2.15037 -0.01710 0.0 -0.3 0.4
H 3.58941 -3.77308 -1.25612 0.0 0.0 0.0
H 3.24835 -3.44815 0.46289 0.0 0.0 0.0
H 3.74319 -2.12903 -0.59409 -0.1 0.0 0.0
H 1.83283 -3.49198 -2.75032 0.1 0.0 0.1
H 0.31483 -2.82286 -2.26453 0.0 0.0 0.0
C 1.15992 -2.12802 3.34487 0.0 0.2 0.1
C 0.54844 -0.75488 3.63681 0.1 -0.1 -0.3
P 0.81950 0.52724 2.32395 0.3 0.3 1.5
C 2.50081 1.17969 2.70780 0.0 -0.2 -0.4
C 3.62452 0.26590 2.20305 -0.1 0.0 0.1
C -0.23557 1.85952 3.05192 0.0 0.0 -0.4
C -0.10368 3.20692 2.33873 0.0 0.0 0.0
H 0.76842 -2.87701 4.03498 0.0 0.0 0.0
H 2.24463 -2.10893 3.45500 0.0 0.0 0.0
H 0.92552 -2.44023 2.33279 0.0 -0.1 -0.1
H 0.91628 -0.36346 4.58794 -0.1 0.1 0.0
H -0.53784 -0.85208 3.71579 0.0 0.0 0.0
H 2.57424 1.34195 3.78552 0.0 0.1 0.0
H 2.57149 2.15103 2.21504 0.0 0.0 0.0
H 3.78826 -0.56961 2.88460 0.0 0.0 0.0
H 4.56182 0.81481 2.11426 0.0 0.0 0.0
H 3.37572 -0.12986 1.21762 0.1 0.0 0.0
H 0.01939 1.95092 4.11024 0.0 0.0 0.0
H -1.27034 1.50994 2.98623 0.0 0.0 0.0
H 0.87665 3.65527 2.50035 0.0 0.0 0.0
H -0.85270 3.90637 2.71172 0.0 0.0 0.0
H -0.25033 3.09149 1.26607 0.0 0.0 0.0
```
Forces are in eV/Å.

energy = -90629.355 eV
energy above the lowest of the compared OMol25 structures with the same formula, charge and spin = 65.1 kJ/mol
charge = 0
HOMO-LUMO gap (spin up / spin down) = 5.24 / 7.06 eV
HOMO (spin up / spin down) = -5.1 / -7.3 eV
lowest unoccupied orbital energy (spin up / spin down) = 0.16 / -0.25 eV
⟨S²⟩ = 2.0543
2S+1 = 3

***

One molecule with the formula C4H4FN in a non-equilibrium geometry. Source: OMol25; level of theory: ωB97M-V/def2-TZVPD.

The geometry in XYZ format:
```
10
Properties=species:S:1:pos:R:3:forces:R:3
C 0.51483 0.34885 -0.79304 1.2 1.0 -1.8
C -0.69357 -0.15434 -0.11524 1.1 -3.4 0.5
C 1.81605 0.41925 -0.52039 -0.5 0.1 0.9
C -0.68368 -0.28942 1.38763 -2.5 0.5 -0.6
N 0.14793 -0.85045 2.06751 1.0 -0.4 1.1
F 2.98227 0.81827 -1.06386 -2.1 -0.5 0.1
H 0.12433 0.52465 -1.79362 0.9 0.6 -0.6
H -1.64700 0.23655 -0.28765 -0.9 1.8 -1.1
H -1.70548 0.12222 1.74422 1.5 -0.6 0.5
H -0.85569 -1.17558 -0.62556 0.3 0.9 1.2
```
Forces are in eV/Å.

energy = -8414.255 eV
energy above the lowest of the compared OMol25 structures with the same formula, charge and spin = 534.7 kJ/mol
charge = 0
HOMO-LUMO gap (spin up / spin down) = 9.11 / 8.86 eV
HOMO (spin up / spin down) = -9.5 / -9.4 eV
lowest unoccupied orbital energy (spin up / spin down) = -0.42 / -0.58 eV
2S+1 = 1

***

One molecule with the formula C4H8FNO in a non-equilibrium geometry. Source: OMol25; level of theory: ωB97M-V/def2-TZVPD.

The geometry in XYZ format:
```
15
Properties=species:S:1:pos:R:3:forces:R:3
C 2.26688 -0.68992 1.03964 -1.2 -0.1 -0.4
O 2.14939 0.11875 -0.13531 0.5 0.0 0.0
C 0.92809 0.30977 -0.64813 -1.8 -1.1 0.3
C -0.27827 -0.10879 -0.19444 1.3 0.7 -1.6
F -0.42765 -0.81767 0.91108 -0.2 -0.7 1.6
C -1.56408 0.14488 -0.89909 1.4 1.4 -0.5
N -2.50423 0.92506 -0.15345 -0.3 1.2 0.1
H 1.78461 -1.67669 0.87383 0.3 0.6 0.2
H 1.80832 -0.16334 1.88554 0.1 -0.3 -0.1
H 3.31060 -0.82237 1.17999 0.9 -0.1 0.3
H 0.90840 0.70674 -1.64889 0.3 0.5 0.0
H -1.25757 0.69554 -1.80318 -0.4 -0.2 0.0
H -2.03792 -0.75300 -1.20383 -0.4 -1.0 -0.3
H -2.99839 0.36888 0.51292 -0.1 -0.1 0.5
H -2.08818 1.76216 0.28332 -0.3 -0.9 -0.3
```
Forces are in eV/Å.

energy = -10531.256 eV
energy above the lowest of the compared OMol25 structures with the same formula, charge and spin = 120.3 kJ/mol
charge = 0
HOMO-LUMO gap = 9.36 eV
structure (SMILES) = CO/C=C(\F)CN
HOMO = -8.4 eV
lowest unoccupied orbital energy = 0.94 eV
2S+1 = 1